The following is a DFT calculation (ωB97M-V with the def2-TZVPD basis set) of a 14-piece molecular cluster, C34H57FN14O2S overall in a non-equilibrium geometry.

Geometry as XYZ:
```
109
Properties=species:S:1:pos:R:3:mulliken_charge:R:1
C 6.007 -1.970 0.008 -1.5735
C 5.306 -0.711 -0.553 0.7620
C 3.814 -0.633 -0.199 -0.5352
C 3.268 0.803 -0.201 -0.1582
C 1.956 0.972 0.581 -0.7820
C 0.923 -0.119 0.259 -0.9445
N -0.282 -0.009 1.148 0.3437
C -1.581 -0.019 0.427 -0.8828
C -1.927 -1.312 -0.315 -0.9530
S -0.171 -0.961 2.445 1.0041
O 1.101 -0.736 3.062 -0.4760
O -1.387 -0.926 3.193 -0.6515
F -0.067 -2.428 1.855 -0.2208
H 6.193 -2.697 -0.791 0.2619
H 5.385 -2.470 0.762 0.3308
H 6.967 -1.731 0.478 0.3798
H 5.811 0.198 -0.204 -0.4710
H 5.365 -0.771 -1.647 0.4230
H 3.254 -1.237 -0.925 0.3489
H 3.641 -1.062 0.803 -0.0333
H 4.026 1.439 0.280 0.0106
H 3.170 1.191 -1.225 0.3784
H 2.154 0.966 1.660 0.1865
H 1.487 1.938 0.348 0.3031
H 0.555 0.026 -0.763 0.4325
H 1.366 -1.115 0.348 0.4311
H -1.538 0.798 -0.297 0.6527
H -2.370 0.225 1.144 0.3041
H -2.932 -1.195 -0.740 0.3992
H -1.255 -1.506 -1.158 0.2509
H -1.964 -2.182 0.351 0.3009
C 5.981 -2.394 -5.095 -0.6522
C 4.887 -2.185 -4.158 0.4525
N 4.038 -1.996 -3.404 -0.4185
H 5.687 -2.041 -6.082 0.3098
H 6.855 -1.845 -4.743 0.1230
H 6.224 -3.455 -5.145 0.2750
C -5.863 1.651 -0.713 -0.8148
C -4.470 1.567 -1.139 0.4345
N -3.375 1.502 -1.487 -0.4407
H -6.226 2.666 -0.854 0.1849
H -6.469 0.971 -1.309 0.2732
H -5.949 1.376 0.338 0.3113
C -6.701 3.293 -4.904 -0.8540
C -6.989 3.747 -3.548 0.4528
N -7.217 4.082 -2.470 -0.4276
H -7.365 2.467 -5.157 0.2810
H -6.860 4.109 -5.607 0.2930
H -5.666 2.961 -4.967 0.3152
C 7.957 0.789 -1.659 0.1415
C 8.193 -0.074 -2.812 0.3402
N 8.388 -0.789 -3.692 -0.5763
H 8.729 0.612 -0.911 0.3146
H 7.975 1.832 -1.965 0.3128
H 6.982 0.567 -1.229 -0.3961
C -10.591 3.511 -2.786 -0.5630
C -10.326 2.427 -3.729 0.1889
N -10.116 1.581 -4.481 -0.4656
H -10.024 3.353 -1.872 0.2962
H -10.282 4.455 -3.232 0.2274
H -11.649 3.560 -2.548 0.2766
C 7.228 4.348 0.845 -0.9679
C 6.350 3.393 0.175 0.4475
N 5.658 2.640 -0.354 -0.4282
H 6.771 5.336 0.839 0.3083
H 7.391 4.036 1.875 0.2726
H 8.186 4.395 0.331 0.2861
C 4.191 -5.568 -1.404 -0.4676
C 5.457 -5.488 -2.126 0.2319
N 6.465 -5.421 -2.682 -0.4553
H 3.645 -4.630 -1.479 0.2017
H 3.583 -6.372 -1.814 0.3924
H 4.390 -5.787 -0.356 0.1090
C -14.261 5.104 -0.109 -0.8348
C -12.808 5.102 -0.249 0.3898
N -11.662 5.101 -0.356 -0.4012
H -14.550 4.481 0.735 0.2780
H -14.611 6.120 0.059 0.2706
H -14.720 4.714 -1.015 0.2821
C -0.967 -7.125 1.430 -0.8264
C 0.269 -6.927 0.679 0.4620
N 1.250 -6.782 0.093 -0.4466
H -1.578 -6.224 1.385 0.2432
H -1.524 -7.958 1.006 0.2950
H -0.734 -7.347 2.471 0.2897
C 4.119 -0.272 3.974 -0.3488
C 5.403 -0.152 3.289 0.3774
N 6.408 -0.055 2.735 -0.4977
H 3.647 0.707 4.035 0.2640
H 3.459 -0.941 3.426 0.0796
H 4.274 -0.653 4.981 0.1245
C -8.769 6.886 -1.528 -0.2893
C -9.397 8.129 -1.969 0.2754
N -9.900 9.104 -2.317 -0.4025
H -9.535 6.182 -1.204 0.0501
H -8.198 6.445 -2.341 0.0547
H -8.097 7.086 -0.695 0.3308
C 3.120 -6.396 3.203 -0.2551
C 3.348 -7.691 3.837 0.2589
N 3.529 -8.712 4.335 -0.3725
H 2.577 -5.744 3.886 0.2521
H 4.070 -5.929 2.951 0.2565
H 2.533 -6.528 2.296 -0.1528
C 3.088 -0.521 8.492 -0.7929
C 4.368 -0.415 7.798 0.4013
N 5.375 -0.331 7.247 -0.3953
H 2.623 0.461 8.561 0.2643
H 2.425 -1.189 7.944 0.2679
H 3.242 -0.915 9.494 0.2994
```

Its charge is 0. The HOMO energy is -10.0 eV. The molar mass is 744.99 g/mol. The energy comes out at -74687.9543 eV. As for the energy relative to the best compared isomer or geometry (same formula, charge and spin): 0.0000 eV. The calculation puts the HOMO-LUMO gap at 10.2 eV.